(1)
Below is a single C21H32N4O3 molecule, with properties calculated with ωB97M-V/def2-TZVPD.

Calculated values
Relative energy (zero: lowest compared OMol25 entry of this formula, charge and spin) = 76.78 kcal/mol

Geometry (Å):
1 C 1.5766 -4.1162 4.9049
2 C 0.5223 -3.2124 4.2788
3 C 1.0919 -2.3086 3.1929
4 C 0.0482 -1.4004 2.5554
5 C 0.6480 -0.5095 1.4746
6 C -0.3287 0.3647 0.7349
7 C -1.4543 0.8598 1.2317
8 C -2.3895 1.7291 0.4467
9 C -2.9242 2.8871 1.2856
10 O -2.9738 2.8016 2.5007
11 N -3.4140 3.9743 0.6235
12 C -3.9894 5.0685 1.4043
13 C -3.7204 6.4196 0.7521
14 C -2.2493 6.6501 0.5280
15 C -1.7249 7.2968 -0.7017
16 C -1.4707 5.8167 -0.4857
17 C -0.0812 5.5431 0.0237
18 O 0.5601 6.4038 0.6068
19 N 0.4478 4.2999 -0.1306
20 C 1.8053 4.0821 0.3216
21 C 2.2833 2.7287 -0.0655
22 N 3.1226 1.9719 0.5548
23 C 3.2047 0.8782 -0.2824
24 C 4.0550 -0.3018 0.0088
25 N 2.4623 0.9610 -1.3438
26 O 1.8469 2.2129 -1.2152
27 C -2.1723 4.8091 -1.3911
28 C -3.4263 4.1179 -0.8184
29 H 1.1500 -4.7546 5.6793
30 H 2.0325 -4.7638 4.1529
31 H 2.3747 -3.5269 5.3612
32 H -0.2811 -3.8219 3.8540
33 H 0.0597 -2.5936 5.0536
34 H 1.8945 -1.6953 3.6188
35 H 1.5575 -2.9277 2.4166
36 H -0.7539 -2.0051 2.1209
37 H -0.4136 -0.7866 3.3343
38 H 1.4318 0.1233 1.9072
39 H 1.1499 -1.1491 0.7410
40 H -0.0489 0.6271 -0.2849
41 H -1.7705 0.6231 2.2401
42 H -1.9062 2.0618 -0.4719
43 H -3.2743 1.1534 0.1473
44 H -5.0664 4.9131 1.5322
45 H -3.5404 5.0300 2.3949
46 H -4.2721 6.5279 -0.1840
47 H -4.1041 7.1995 1.4137
48 H -1.6791 6.8534 1.4261
49 H -2.4395 7.5344 -1.4811
50 H -0.8792 7.9629 -0.6134
51 H 0.0244 3.6083 -0.7207
52 H 2.4762 4.8280 -0.1171
53 H 1.8844 4.1883 1.4021
54 H 3.9508 -1.0464 -0.7763
55 H 5.0985 0.0047 0.0786
56 H 3.7712 -0.7368 0.9671
57 H -2.4428 5.2867 -2.3356
58 H -1.4716 4.0247 -1.6797
59 H -3.5517 3.1444 -1.2896
60 H -4.3223 4.6773 -1.0845



(2)
Below is a 8-piece molecular cluster, C72H160F6N7O2P overall at a distorted geometry, with properties calculated with ωB97M-V/def2-TZVPD.

Calculated values
Total charge = +6

Geometry (Å):
1 C 1.3771 0.2845 -8.7233
2 C -0.1370 0.2848 -8.5939
3 C -0.6842 1.0184 -7.4258
4 C -2.2659 0.8396 -7.5707
5 N -3.0608 1.2020 -6.3228
6 C -4.2139 0.2326 -6.1875
7 C -3.6241 -0.9968 -5.6593
8 C -2.3285 -0.6031 -4.9083
9 C -2.4057 0.9415 -5.0132
10 C -3.5615 2.6123 -6.4715
11 C -2.4461 3.6100 -6.4879
12 C -3.1567 4.9720 -6.5660
13 H 1.7833 1.3336 -8.6689
14 H 1.7626 -0.0441 -9.7052
15 H 1.9999 -0.2005 -7.9633
16 H -0.4926 -0.7325 -8.4895
17 H -0.5687 0.6956 -9.5135
18 H -0.4033 2.0700 -7.4342
19 H -0.3723 0.6133 -6.4320
20 H -2.4737 -0.1867 -7.8567
21 H -2.6951 1.4559 -8.4063
22 H -4.9009 0.6572 -5.4292
23 H -4.7587 0.0464 -7.1055
24 H -4.2760 -1.5515 -4.9553
25 H -3.4115 -1.8237 -6.3436
26 H -2.3039 -0.9613 -3.8671
27 H -1.4626 -1.0290 -5.4154
28 H -3.0308 1.2961 -4.1971
29 H -1.4877 1.5171 -5.0148
30 H -4.1389 2.7127 -5.5262
31 H -4.2525 2.6577 -7.3033
32 H -1.7956 3.5163 -7.3781
33 H -1.8215 3.5858 -5.5930
34 H -3.6557 5.1385 -7.5203
35 H -2.3785 5.7824 -6.3755
36 H -3.9968 5.0421 -5.8509
37 C -7.3920 -0.9031 4.5084
38 C -6.1767 -1.7260 4.2431
39 C -6.2286 -2.4758 2.9405
40 C -4.8818 -3.2555 2.7723
41 N -5.1743 -4.5105 2.0064
42 C -5.9206 -5.5813 2.8783
43 C -4.8225 -6.1556 3.7402
44 C -3.5518 -6.1358 2.7329
45 C -3.9231 -5.2371 1.5869
46 C -6.0596 -4.2184 0.8407
47 C -5.5442 -3.1873 -0.1240
48 C -6.5969 -2.9167 -1.2131
49 H -7.3113 -0.2866 5.3861
50 H -8.1630 -1.6423 4.6838
51 H -7.6986 -0.3129 3.6646
52 H -6.1213 -2.5212 5.0280
53 H -5.2385 -1.2040 4.2502
54 H -6.4002 -1.8100 2.1257
55 H -7.0041 -3.2007 2.9765
56 H -4.3881 -3.5078 3.7187
57 H -4.1367 -2.7412 2.1907
58 H -6.2936 -6.4126 2.2854
59 H -6.8267 -5.0904 3.2521
60 H -4.9916 -7.1683 4.1259
61 H -4.5929 -5.4810 4.5578
62 H -3.3397 -7.1490 2.4731
63 H -2.6349 -5.7975 3.3015
64 H -4.2389 -5.8115 0.6703
65 H -3.1678 -4.5314 1.2415
66 H -7.0352 -3.8825 1.1385
67 H -6.0852 -5.1228 0.2216
68 H -4.6104 -3.4934 -0.5519
69 H -5.3767 -2.1780 0.3331
70 H -6.2107 -2.2049 -1.9363
71 H -7.4446 -2.4207 -0.7294
72 H -6.9229 -3.7781 -1.7762
73 C -3.0155 9.4202 -2.9602
74 C -3.0317 7.8917 -2.8463
75 C -3.0593 7.3988 -1.4130
76 C -3.1922 5.8893 -1.3060
77 N -3.5031 5.3817 0.0693
78 C -3.3787 3.8984 0.2611
79 C -3.2227 3.6159 1.7914
80 C -2.8287 5.0152 2.3735
81 C -2.5756 5.9379 1.1420
82 C -4.9547 5.8462 0.4117
83 C -5.9586 5.4278 -0.6136
84 C -7.4649 5.7567 -0.2369
85 H -2.0286 9.8549 -2.7152
86 H -3.7746 9.8302 -2.3008
87 H -3.3113 9.7706 -3.9309
88 H -2.1181 7.4854 -3.3730
89 H -3.9087 7.5644 -3.4592
90 H -3.8478 7.9380 -0.9108
91 H -2.0984 7.7368 -0.9739
92 H -2.2485 5.3775 -1.5131
93 H -3.9295 5.4866 -1.9631
94 H -4.2903 3.3563 -0.0816
95 H -2.5146 3.5705 -0.3132
96 H -4.1438 3.2517 2.1940
97 H -2.4280 2.8791 2.0030
98 H -3.5414 5.4174 3.0879
99 H -1.9017 4.9483 2.9464
100 H -2.8283 6.9721 1.3973
101 H -1.5406 5.8027 0.8306
102 H -4.8833 6.9229 0.5492
103 H -5.2423 5.3984 1.3679
104 H -5.9294 4.3518 -0.8793
105 H -5.7177 5.9575 -1.5378
106 H -7.7190 6.7755 -0.4897
107 H -7.7142 5.5678 0.8129
108 H -8.1274 5.1245 -0.8826
109 C 3.2755 -1.5416 2.1003
110 C 4.0055 -2.0001 0.7784
111 C 5.4772 -1.5962 0.7996
112 C 6.2315 -1.9495 -0.5739
113 N 7.7189 -1.4677 -0.5705
114 C 7.6917 0.0471 -0.7999
115 C 8.3169 0.2240 -2.1915
116 C 8.0766 -1.1051 -2.9214
117 C 8.3846 -2.0804 -1.7990
118 C 8.5252 -1.8513 0.6795
119 C 8.6039 -3.3293 0.9003
120 C 9.4157 -3.5704 2.1336
121 H 3.1480 -0.4614 2.2838
122 H 3.9269 -1.8576 2.9370
123 H 2.3223 -2.0916 2.1436
124 H 3.5325 -1.4730 -0.0420
125 H 3.8786 -3.0653 0.6481
126 H 6.0475 -2.0087 1.6364
127 H 5.4343 -0.5009 0.9479
128 H 5.7449 -1.4160 -1.3863
129 H 6.2145 -3.0464 -0.7016
130 H 8.3307 0.4442 -0.0341
131 H 6.6738 0.4533 -0.7092
132 H 9.3646 0.4032 -2.0005
133 H 7.8592 1.0734 -2.7739
134 H 8.7155 -1.2165 -3.7845
135 H 6.9847 -1.1053 -3.1707
136 H 9.4464 -2.2119 -1.7367
137 H 7.9198 -3.0294 -2.0394
138 H 7.9793 -1.3646 1.4961
139 H 9.4791 -1.3805 0.5373
140 H 9.0126 -3.8442 0.0406
141 H 7.5709 -3.6862 1.0287
142 H 10.4208 -3.2401 1.9755
143 H 9.4293 -4.6511 2.3684
144 H 8.9685 -3.0702 3.0074
145 C 2.5262 -2.0748 -3.3979
146 C 2.7764 -2.7322 -4.7626
147 C 2.2868 -4.1418 -4.9879
148 C 0.7513 -4.2360 -5.2122
149 N 0.1070 -5.4667 -4.7057
150 C -1.3933 -5.6407 -5.1389
151 C -1.6361 -7.1339 -5.1079
152 C -0.1976 -7.8640 -5.3100
153 C 0.7167 -6.6763 -5.4149
154 C 0.1897 -5.6590 -3.2142
155 C -0.3238 -4.6403 -2.2234
156 C 0.2354 -4.9401 -0.8622
157 H 1.4713 -2.1893 -3.1033
158 H 2.7345 -1.0271 -3.3802
159 H 3.1904 -2.4693 -2.6036
160 H 3.8401 -2.7753 -4.9481
161 H 2.3947 -2.0815 -5.5212
162 H 2.5452 -4.7557 -4.1370
163 H 2.8755 -4.6594 -5.7518
164 H 0.5504 -4.2091 -6.2788
165 H 0.2932 -3.3350 -4.7601
166 H -2.0142 -5.1174 -4.4202
167 H -1.4693 -5.1413 -6.1224
168 H -1.9960 -7.4676 -4.1305
169 H -2.4026 -7.4242 -5.8072
170 H 0.0310 -8.5137 -4.4627
171 H -0.2136 -8.4557 -6.2090
172 H 1.7926 -6.7588 -5.1376
173 H 0.7352 -6.3239 -6.4609
174 H 1.2549 -5.8130 -3.1157
175 H -0.2677 -6.6112 -3.0135
176 H -1.3908 -4.7050 -2.0812
177 H -0.1215 -3.5912 -2.5051
178 H -0.2149 -4.2831 -0.0837
179 H 1.3361 -4.7492 -0.8336
180 H 0.0833 -5.9517 -0.5023
181 C 0.0147 -0.1290 11.0194
182 C 0.0893 1.1978 10.2725
183 C 0.7249 1.1237 8.8526
184 C -0.2154 0.3126 7.9634
185 N 0.2935 -0.0989 6.6085
186 C 0.6916 1.1228 5.7634
187 C 0.1335 0.8562 4.3758
188 C -1.2750 0.3505 4.7201
189 C -0.9001 -0.7207 5.7956
190 C 1.4219 -1.0735 6.7333
191 C 1.1712 -2.5119 7.0667
192 C 2.5240 -3.2086 7.0068
193 H -0.4629 0.0479 11.9516
194 H 1.0284 -0.4881 11.1537
195 H -0.5251 -0.9254 10.5370
196 H 0.6096 1.9609 10.8034
197 H -0.9325 1.6049 10.1093
198 H 1.7800 0.7271 8.9563
199 H 0.7766 2.1430 8.4896
200 H -1.1398 0.8933 7.7240
201 H -0.4795 -0.6236 8.4821
202 H 1.7806 1.1489 5.8507
203 H 0.3125 1.9911 6.2959
204 H 0.6738 0.0548 3.8850
205 H 0.1879 1.7792 3.7457
206 H -1.9499 -0.1003 4.0027
207 H -1.8452 1.1695 5.1428
208 H -0.4559 -1.5724 5.3151
209 H -1.6612 -1.0407 6.5169
210 H 2.1724 -0.6687 7.4020
211 H 1.9283 -1.1146 5.7824
212 H 0.4533 -2.9647 6.3542
213 H 0.7689 -2.7007 8.0772
214 H 3.1236 -3.0154 7.8643
215 H 3.1792 -2.9602 6.1519
216 H 2.3716 -4.2935 6.8978
217 C 3.3526 2.5080 1.0364
218 O 3.9865 3.6659 1.5611
219 C 3.0571 4.6400 2.1378
220 C 3.9300 5.9033 2.1619
221 N 5.2764 5.6698 2.8151
222 H 5.1843 5.3555 3.7688
223 H 5.8404 4.9918 2.2967
224 C 6.0506 6.9219 2.7859
225 C 7.4596 6.5501 3.0899
226 O 7.7364 5.6161 2.0402
227 C 8.9081 4.8010 2.2107
228 H 2.8062 2.0036 1.8383
229 H 4.0941 1.8818 0.5837
230 H 2.6288 2.7461 0.2790
231 H 2.7122 4.3050 3.1151
232 H 2.2055 4.8599 1.4979
233 H 3.5381 6.7632 2.7220
234 H 4.1789 6.1593 1.1391
235 H 5.5471 7.6537 3.3965
236 H 6.0408 7.3624 1.7788
237 H 7.6237 6.1183 4.1057
238 H 8.1517 7.3836 2.9993
239 H 9.0749 4.4185 1.2457
240 H 8.8646 4.0576 2.9825
241 H 9.7248 5.4277 2.4847
242 P -1.3488 -0.6730 0.1479
243 F -2.9017 -0.3186 0.4938
244 F -1.5670 -0.1207 -1.3453
245 F -0.9030 0.8193 0.5151
246 F 0.1908 -1.0120 -0.2917
247 F -1.1190 -1.1506 1.7072
248 F -1.7800 -2.1575 -0.2765



(3)
Below is a 2-piece molecular cluster, C11H22N2P overall, with properties calculated with ωB97M-V/def2-TZVPD.

Calculated values
Total charge = +1
Relative energy (zero: lowest compared OMol25 entry of this formula, charge and spin) = 0.00 kcal/mol

Geometry (Å):
1 C -4.6597 0.1422 0.0961
2 C -3.8512 -0.8655 -0.3531
3 C -2.6007 0.8130 0.3413
4 C -4.1808 -2.1851 -0.9313
5 C 3.6357 -1.6920 -0.4362
6 C 2.1477 -2.4202 1.4340
7 C 2.3918 1.4162 -1.5236
8 C 4.3896 1.6624 0.0494
9 C -4.3414 2.4160 1.0480
10 C 2.6754 -1.2683 0.6268
11 C 2.8717 1.5499 -0.0779
12 N -3.8638 1.1668 0.5210
13 N -2.5717 -0.4132 -0.1853
14 P 2.1093 0.2562 1.0721
15 H -5.7282 0.1902 0.1419
16 H -4.7086 -2.0618 -1.8760
17 H -3.2814 -2.7680 -1.1091
18 H -4.8345 -2.7412 -0.2629
19 H 3.1833 -2.4741 -1.0501
20 H 3.9541 -0.8854 -1.0863
21 H 4.5238 -2.1240 0.0304
22 H 2.9723 -2.9863 1.8671
23 H 1.5834 -3.1057 0.7992
24 H 1.5031 -2.0786 2.2417
25 H 1.3030 1.3514 -1.5591
26 H 2.6990 2.2909 -2.0945
27 H 2.7989 0.5355 -2.0114
28 H 4.6551 2.0385 1.0352
29 H 4.7703 2.3585 -0.6984
30 H 4.8881 0.7062 -0.0872
31 H -3.5088 2.9996 1.4337
32 H -4.8439 2.9855 0.2647
33 H -5.0539 2.2325 1.8521
34 H -1.7379 1.4022 0.5877
35 H 2.4440 2.4870 0.3096
36 H -1.7330 -0.9312 -0.4098



(4)
Below is C7H14O5 as an isolated structure at a distorted geometry, with properties calculated with ωB97M-V/def2-TZVPD.

Calculated values
Relative energy (zero: lowest compared OMol25 entry of this formula, charge and spin) = 55.25 kcal/mol

Geometry (Å):
1 C -3.4113 -0.0244 0.0347
2 C -2.1958 -0.9061 0.2623
3 C -0.5240 0.5689 -0.2495
4 C 1.0555 -0.9537 -1.1402
5 C 2.2417 -0.2199 -0.4591
6 C 1.7045 0.3505 0.8753
7 C 0.5638 1.2838 0.4716
8 H -3.3923 0.9683 0.8550
9 H -4.3185 -0.8159 0.1823
10 H -3.5892 0.4649 -1.2862
11 H -2.0228 -1.5518 -0.6876
12 H -2.5582 -1.6718 1.0508
13 H -1.3156 1.2599 -0.6761
14 H 1.5040 -1.2393 -2.0917
15 H 0.7595 -1.8045 -0.4664
16 H 2.4894 0.5993 -1.1143
17 H 3.6359 -1.6514 -0.7430
18 H 2.4789 1.0241 1.3881
19 H 0.3604 -0.7220 1.7170
20 H 0.1020 1.7774 1.3786
21 H 1.9640 2.7571 -0.1406
22 O -1.0307 -0.3454 0.6693
23 O -0.0325 -0.0507 -1.4239
24 O 3.3423 -1.0733 0.0023
25 O 1.2801 -0.4619 1.9243
26 O 0.9091 2.4378 -0.3329



| no. | energy (Eh) | gap between HOMO and LUMO (eV) | HOMO (eV) |
| --- | --- | --- | --- |
| 1 | -1264.1301 | 9.842 | -9.1829 |
| 2 | -4311.7113 | 10.219 | -19.9627 |
| 3 | -882.9493 | 8.283 | -11.0120 |
| 4 | -651.1761 | 10.563 | -9.9062 |